(1)
Computed, not measured: 2 unconnected molecules or ions with the total composition CH4N2O2, with ωB97M-V with the def2-TZVPD basis set.

Its total charge is 0. As for the LUMO energy: 0.0199 Ha. As for the HOMO-LUMO gap: 8.88 eV. The spin multiplicity is 1. The value obtained for the HOMO energy is -8.34 eV. The calculation puts the energy relative to the best compared isomer or geometry (same formula, charge and spin) at 573.05 kJ/mol. The calculation puts the total energy at -300.2694 Eh.

Each line ends with the Mulliken charge.
Element x y z (Å)
C1 -0.444 -0.113 -0.171  0.01
H1 1.712 0.197 1.008  0.44
H2 -1.051 -0.791 1.690  0.26
H3 -1.417 -0.326 -0.545  0.26
H4 -0.342 0.357 -2.289  0.33
N1 -0.214 -0.525 1.129  -0.16
N2 0.587 0.337 -0.754  -0.34
O1 0.639 0.230 1.978  -0.50
O2 0.531 0.634 -2.047  -0.31

(2)
Computed, not measured: a molecular structure, CH5O2P, with ωB97M-V with the def2-TZVPD basis set.

Its total charge is 0. As for the LUMO energy: -0.0381 Ha. As for the HOMO-LUMO gap: 8.26 eV. The spin multiplicity is 1. The value obtained for the HOMO energy is -9.30 eV. The calculation puts the energy relative to the best compared isomer or geometry (same formula, charge and spin) at 566.47 kJ/mol. The calculation puts the total energy at -532.7131 Eh.

Each line ends with the Mulliken charge.
Element x y z (Å)
C1 0.913 -0.808 0.712  -0.69
O1 -0.851 0.299 -0.619  -0.46
O2 -2.093 0.411 -1.438  -0.34
P1 1.317 0.570 -0.427  0.18
H1 -0.208 -0.856 0.586  0.26
H2 1.262 -0.731 1.649  0.39
H3 1.375 -1.815 0.197  0.25
H4 -2.432 1.171 -0.880  0.33
H5 0.717 1.760 0.219  0.08

(3)
Computed, not measured: a gas-phase ion, C17H25ClN3O3 (charge +1), with ωB97M-V with the def2-TZVPD basis set.

Its total charge is +1. As for the LUMO energy: -0.0889 Ha. As for the HOMO-LUMO gap: 9.29 eV. The spin multiplicity is 1. The value obtained for the HOMO energy is -11.71 eV. Its SMILES is CCOC(=O)N1CC[NH+](CCC(=O)Nc2cccc(Cl)c2C)CC1. The calculation puts the energy relative to the best compared isomer or geometry (same formula, charge and spin) at 0.00 kJ/mol. The calculation puts the total energy at -1512.8096 Eh.

Each line ends with the Mulliken charge.
Element x y z (Å)
C1 -1.183 -3.750 0.439  -1.29
C2 -0.586 -2.895 -0.660  -0.09
O1 0.704 -2.432 -0.226  -0.31
C3 1.388 -1.731 -1.130  0.85
O2 1.010 -1.447 -2.235  -0.63
N1 2.630 -1.356 -0.656  -0.10
C4 3.051 -1.505 0.711  -0.68
C5 2.799 -0.184 1.487  -0.70
N2 2.427 0.860 0.515  0.56
C6 2.047 2.156 1.116  -0.67
C7 0.954 2.842 0.283  -0.76
C8 -0.208 1.889 0.015  0.44
O3 0.012 0.690 -0.184  -0.62
N3 -1.431 2.407 0.002  -0.13
C9 -2.594 1.640 -0.312  0.38
C10 -3.382 2.065 -1.374  -0.66
C11 -4.487 1.326 -1.747  -0.59
C12 -4.795 0.159 -1.070  -0.71
C13 -4.013 -0.242 0.000  0.59
Cl1 -4.431 -1.703 0.820  -0.20
C14 -2.908 0.499 0.427  0.37
C15 -2.129 0.090 1.636  -1.46
C16 3.440 0.943 -0.550  -0.46
C17 3.371 -0.357 -1.387  -0.96
H1 -2.163 -4.098 0.128  0.37
H2 -1.289 -3.179 1.357  0.28
H3 -0.549 -4.611 0.634  0.39
H4 -0.461 -3.463 -1.586  0.38
H5 -1.209 -2.020 -0.877  0.17
H6 4.116 -1.750 0.715  0.35
H7 2.503 -2.329 1.165  0.36
H8 1.974 -0.308 2.190  0.47
H9 3.690 0.126 2.037  0.51
H10 1.473 0.536 0.073  -0.01
H11 1.660 1.964 2.120  0.37
H12 2.925 2.801 1.209  0.28
H13 0.616 3.735 0.806  0.41
H14 1.353 3.153 -0.687  0.32
H15 -1.552 3.411 0.036  0.32
H16 -3.118 2.963 -1.912  0.42
H17 -5.101 1.649 -2.572  0.39
H18 -5.642 -0.438 -1.366  0.47
H19 -2.779 -0.428 2.336  0.67
H20 -1.696 0.957 2.131  0.30
H21 -1.324 -0.588 1.352  0.02
H22 3.240 1.809 -1.180  0.37
H23 4.423 1.068 -0.089  0.42
H24 4.378 -0.722 -1.605  0.34
H25 2.844 -0.200 -2.331  0.45

(4)
Computed, not measured: 2 unconnected molecules or ions with the total composition CH6NO3S, with ωB97M-V with the def2-TZVPD basis set.

Its total charge is +1. As for the LUMO energy: -0.1628 Ha. As for the HOMO-LUMO gap: 9.55 eV. The spin multiplicity is 1. The value obtained for the HOMO energy is -13.98 eV. The calculation puts the energy relative to the best compared isomer or geometry (same formula, charge and spin) at 16.89 kJ/mol. The calculation puts the total energy at -719.9326 Eh.

Each line ends with the Mulliken charge.
Element x y z (Å)
C1 -1.177 0.682 0.665  -0.03
N1 -0.373 1.143 -0.170  -0.23
O1 1.473 -1.638 0.493  -0.12
O2 2.021 -2.924 0.843  -0.33
O3 -1.072 -1.458 0.200  -0.44
S1 0.365 -1.805 -0.634  0.28
H1 -0.850 0.583 1.673  0.28
H2 -2.271 0.651 0.500  0.26
H3 -0.585 1.067 -1.245  0.33
H4 0.631 1.206 -0.185  0.31
H5 2.497 -2.797 1.734  0.35
H6 -1.342 -2.283 0.523  0.35

(5)
Computed, not measured: 5 unconnected molecules or ions with the total composition C26H56Br2F3NO12P, with ωB97M-V with the def2-TZVPD basis set.

Its total charge is -1. As for the LUMO energy: 0.0828 Ha. As for the HOMO-LUMO gap: 7.19 eV. The spin multiplicity is 1. The value obtained for the HOMO energy is -4.94 eV. The calculation puts the total energy at -7770.7360 Eh.

Each line ends with the Mulliken charge.
Element x y z (Å)
C1 3.112 -0.907 2.050  -1.38
C2 2.767 0.117 0.906  1.25
C3 3.897 -0.095 -0.198  -1.53
C4 1.390 -0.285 0.248  -1.30
N1 0.243 0.573 0.518  1.10
C5 -0.418 0.339 1.799  -0.67
C6 -1.265 -0.979 1.868  -1.49
C7 -2.591 -0.915 1.056  0.55
F1 -3.304 0.210 1.375  -0.29
Br1 -2.246 -1.061 -0.873  0.00
C8 -3.477 -2.157 1.449  0.57
F2 -2.883 -3.344 1.153  -0.20
F3 -3.836 -2.157 2.763  -0.18
Br2 -5.187 -2.140 0.433  -0.17
C9 0.378 1.969 0.109  0.52
O1 1.327 2.182 -0.940  -0.52
P1 0.720 3.235 1.449  0.30
O2 1.428 2.732 2.685  -0.67
C10 -1.025 2.385 -0.535  -0.18
O3 -1.985 2.593 0.235  -0.70
O4 -1.157 2.532 -1.776  -0.69
H1 2.933 -1.959 1.729  0.11
H2 4.180 -0.731 2.319  0.49
H3 2.517 -0.700 2.974  0.23
H4 2.857 1.177 1.214  0.24
H5 3.770 -1.039 -0.764  0.28
H6 4.884 -0.043 0.325  0.47
H7 3.850 0.805 -0.860  0.27
H8 1.515 -0.399 -0.856  0.49
H9 1.148 -1.313 0.615  0.28
H10 0.348 0.278 2.618  -0.06
H11 -1.110 1.158 2.108  0.73
H12 -1.569 -1.094 2.940  0.40
H13 -0.710 -1.880 1.520  0.28
H14 2.194 2.395 -0.558  0.40
H15 1.573 4.228 0.853  0.04
H16 -0.449 3.955 1.847  0.08
C11 -2.306 3.631 -4.076  -1.01
O5 -3.145 3.680 -5.239  -0.23
C12 -4.171 4.649 -5.135  -0.60
C13 -3.808 5.931 -5.870  -0.51
O6 -2.695 6.583 -5.273  -0.38
C14 -1.477 6.317 -5.948  -0.67
H17 -1.387 3.115 -4.342  0.22
H18 -2.050 4.628 -3.712  0.46
H19 -2.802 3.073 -3.283  0.42
H20 -4.407 4.854 -4.085  0.35
H21 -5.066 4.222 -5.602  0.38
H22 -4.654 6.623 -5.807  0.37
H23 -3.616 5.730 -6.929  0.31
H24 -1.411 6.938 -6.850  0.33
H25 -1.381 5.266 -6.224  0.23
H26 -0.656 6.581 -5.282  0.26
C15 -1.675 0.264 -4.318  -0.33
O7 -1.917 -0.719 -5.323  -0.44
C16 -2.307 -0.147 -6.561  -0.27
C17 -1.137 -0.058 -7.528  -0.50
O8 -0.138 0.840 -7.065  -0.37
C18 0.946 0.179 -6.434  -0.76
H27 -1.092 -0.198 -3.522  0.01
H28 -1.115 1.116 -4.704  0.20
H29 -2.624 0.611 -3.903  0.35
H30 -2.763 0.837 -6.408  0.13
H31 -3.068 -0.806 -6.993  0.38
H32 -1.502 0.335 -8.483  0.38
H33 -0.710 -1.050 -7.716  0.32
H34 1.617 -0.239 -7.195  0.31
H35 0.611 -0.618 -5.769  0.33
H36 1.497 0.915 -5.849  0.26
C19 -3.774 -0.477 6.914  -0.76
O9 -3.161 0.032 8.091  -0.40
C20 -2.160 -0.834 8.608  -0.46
C21 -0.765 -0.389 8.197  -0.55
O10 -0.577 -0.489 6.795  -0.32
C22 -0.737 0.757 6.127  -0.45
H37 -4.280 0.348 6.413  0.27
H38 -3.046 -0.908 6.225  0.32
H39 -4.517 -1.236 7.182  0.35
H40 -2.345 -1.869 8.299  0.31
H41 -2.234 -0.793 9.699  0.38
H42 -0.034 -1.056 8.667  0.37
H43 -0.562 0.629 8.545  0.33
H44 0.172 1.356 6.248  0.36
H45 -1.594 1.319 6.501  0.36
H46 -0.883 0.559 5.065  -0.11
C23 6.234 -6.451 0.857  -0.70
O11 5.483 -6.920 1.965  -0.38
C24 5.508 -6.021 3.067  -0.53
C25 4.255 -5.163 3.121  -0.58
O12 4.167 -4.291 2.003  -0.21
C26 3.304 -4.784 0.990  -0.89
H47 5.920 -7.009 -0.025  0.25
H48 6.071 -5.387 0.671  0.28
H49 7.300 -6.632 1.027  0.32
H50 6.407 -5.396 3.036  0.32
H51 5.555 -6.629 3.975  0.37
H52 4.302 -4.533 4.015  0.37
H53 3.358 -5.786 3.198  0.38
H54 2.261 -4.598 1.271  0.28
H55 3.444 -5.852 0.813  0.49
H56 3.518 -4.243 0.069  0.22

(6)
Computed, not measured: 2 unconnected molecules or ions with the total composition CH4N2O2, with ωB97M-V with the def2-TZVPD basis set.

Its total charge is 0. As for the LUMO energy (spin up / spin down): 0.0117 / -0.1715 Ha. As for the HOMO-LUMO gap (spin up / spin down): 3.70 / 5.18 eV. The spin multiplicity is 3. The value obtained for the HOMO energy (spin up / spin down) is -3.38 / -9.85 eV. The calculation puts the energy relative to the best compared isomer or geometry (same formula, charge and spin) at 454.01 kJ/mol. The calculation puts the total energy at -300.1726 Eh.

Each line ends with the Mulliken charge.
Element x y z (Å)
C1 -1.643 0.061 0.143  -0.38
N1 -1.500 0.966 -0.585  -0.27
N2 1.584 -0.302 0.541  -0.44
O1 -1.824 -0.615 1.039  0.21
O2 0.856 -0.345 -0.637  -0.40
H1 -1.080 0.906 -1.538  0.18
H2 0.967 0.463 -1.120  0.41
H3 1.003 0.184 1.360  0.29
H4 1.637 -1.319 0.797  0.41

(7)
Computed, not measured: 3 unconnected molecules or ions with the total composition C3H13N3O, with ωB97M-V with the def2-TZVPD basis set.

Its total charge is 0. As for the LUMO energy: 0.0227 Ha. As for the HOMO-LUMO gap: 9.32 eV. The spin multiplicity is 1. The value obtained for the HOMO energy is -8.70 eV. The calculation puts the energy relative to the best compared isomer or geometry (same formula, charge and spin) at 438.70 kJ/mol. The calculation puts the total energy at -361.4574 Eh.

Each line ends with the Mulliken charge.
Element x y z (Å)
N1 -1.999 -2.084 -2.880  -0.53
C1 -1.551 -1.578 -1.570  -0.09
O1 -0.281 -1.055 -1.592  -0.66
H1 -1.502 -2.893 -3.287  0.22
H2 -2.217 -1.386 -3.584  0.22
H3 -2.158 -0.724 -1.171  0.21
H4 -1.494 -2.478 -0.883  0.19
N2 0.569 -0.829 1.976  -0.43
C2 0.848 0.618 2.002  -0.56
C3 1.231 1.314 0.683  -0.10
N3 1.155 2.765 0.692  -0.60
H5 0.013 0.061 -0.734  0.16
H6 1.444 -1.295 2.298  0.23
H7 -0.359 -1.062 2.349  0.21
H8 0.025 1.262 2.302  0.35
H9 1.689 0.988 2.652  0.26
H10 2.294 1.135 0.311  0.29
H11 0.535 0.994 -0.159  0.17
H12 1.530 3.145 -0.171  0.26
H13 0.227 3.103 0.766  0.22

(8)
Computed, not measured: a single CCl2N2 molecule, with ωB97M-V with the def2-TZVPD basis set.

Its total charge is 0. As for the LUMO energy (spin up / spin down): 0.0063 / 0.0063 Ha. As for the HOMO-LUMO gap (spin up / spin down): 9.20 / 9.20 eV. The spin multiplicity is 1. The value obtained for the HOMO energy (spin up / spin down) is -9.03 / -9.03 eV. Its SMILES is ClC1(Cl)N=N1. The calculation puts the energy relative to the best compared isomer or geometry (same formula, charge and spin) at 154.26 kJ/mol. The calculation puts the total energy at -1067.8770 Eh.

Each line ends with the Mulliken charge.
Element x y z (Å)
Cl1 0.070 0.876 1.592  -0.12
C1 0.296 0.237 0.033  0.54
Cl2 0.473 1.101 -1.424  -0.11
N1 0.181 -1.212 -0.054  -0.09
N2 -1.021 -1.002 -0.147  -0.23

(9)
Computed, not measured: a molecular structure, C22H28AsF6FeNO9PS2, with ωB97M-V with the def2-TZVPD basis set.

Its total charge is 0. As for the LUMO energy (spin up / spin down): -0.0426 / -0.0897 Ha. As for the HOMO-LUMO gap (spin up / spin down): 6.72 / 5.46 eV. The spin multiplicity is 6. The value obtained for the HOMO energy (spin up / spin down) is -7.88 / -7.90 eV. The calculation puts the energy relative to the best compared isomer or geometry (same formula, charge and spin) at 35.28 kJ/mol. The calculation puts the total energy at -6823.7500 Eh.

Each line ends with the Mulliken charge.
Element x y z (Å)
Fe1 -1.630 -0.225 1.508  1.51
O1 -1.367 2.963 4.761  -0.51
C1 -1.350 1.972 3.862  0.00
O2 -2.005 1.951 2.859  -0.32
C2 -0.401 0.872 4.240  0.62
C3 0.305 0.880 5.433  -0.86
C4 1.117 -0.201 5.722  -0.84
C5 1.202 -1.241 4.811  -1.17
C6 0.473 -1.155 3.637  1.41
N1 -0.315 -0.120 3.358  0.46
C7 0.449 -2.214 2.562  0.01
O3 1.338 -3.207 2.614  -0.49
O4 -0.368 -2.157 1.681  -0.33
H1 -2.040 3.603 4.470  0.40
H2 0.199 1.710 6.115  0.59
H3 1.672 -0.239 6.649  0.46
H4 1.817 -2.101 5.037  0.36
H5 2.004 -3.054 3.299  0.28
C8 -3.834 0.274 -5.867  -0.90
O5 -3.487 -0.446 -4.698  -0.44
C9 -2.951 0.238 -3.657  0.77
C10 -2.676 1.619 -3.706  -1.00
C11 -2.128 2.208 -2.592  -1.38
C12 -1.819 1.490 -1.425  0.45
C13 -1.127 2.129 -0.326  0.91
C14 -0.995 3.630 -0.246  -1.78
O6 -0.612 1.479 0.596  -0.22
C15 -2.127 0.091 -1.380  0.62
O7 -1.914 -0.651 -0.344  -0.58
C16 -2.686 -0.499 -2.524  -0.37
H6 -4.260 -0.456 -6.550  0.26
H7 -2.956 0.731 -6.330  0.34
H8 -4.576 1.045 -5.651  0.36
H9 -2.886 2.211 -4.582  0.42
H10 -1.915 3.266 -2.640  0.26
H11 -0.847 4.116 -1.205  0.47
H12 -0.170 3.871 0.420  0.37
H13 -1.920 4.015 0.190  0.38
H14 -2.923 -1.553 -2.499  0.50
C17 1.173 -0.156 -2.542  -0.73
C18 2.421 0.696 -2.466  0.44
C19 2.190 2.059 -1.852  -1.24
O8 3.453 -0.085 -1.776  -0.24
P1 3.830 -0.146 -0.253  0.60
S1 4.737 1.425 0.495  -0.30
S2 2.287 -0.207 0.955  -0.26
O9 4.790 -1.390 -0.201  -0.42
C20 4.568 -2.718 -0.770  0.59
C21 3.133 -3.186 -0.627  -0.94
C22 5.069 -2.737 -2.198  -1.27
H15 0.413 0.351 -3.138  0.41
H16 0.764 -0.327 -1.546  -0.13
H17 1.388 -1.118 -3.009  0.34
H18 2.853 0.823 -3.459  0.18
H19 1.740 1.980 -0.864  0.08
H20 1.502 2.600 -2.505  0.50
H21 3.116 2.628 -1.776  0.40
H22 5.211 -3.344 -0.149  0.34
H23 2.454 -2.584 -1.230  0.14
H24 2.801 -3.154 0.410  0.04
H25 3.068 -4.218 -0.974  0.49
H26 4.436 -2.122 -2.835  0.18
H27 5.054 -3.761 -2.574  0.44
H28 6.090 -2.364 -2.251  0.34
F1 -2.979 -1.729 2.360  -0.65
As1 -4.471 -0.841 2.806  2.27
F2 -3.854 0.400 1.689  -0.59
F3 -5.316 -1.559 1.505  -0.50
F4 -5.788 0.160 3.237  -0.51
F5 -4.923 -2.108 3.866  -0.49
F6 -3.500 -0.117 4.074  -0.54